The following is a quantum chemistry calculation of a 2-piece molecular cluster, C4H8O2 overall in a non-equilibrium geometry, from OMol25.

The net charge is 0. The value obtained for the energy relative to the best compared isomer or geometry (same formula, charge and spin) is 5.568 eV. As for the LUMO energy: 0.76 eV. The value obtained for the HOMO energy is -8.09 eV.

Cartesian coordinates (Å):
1 C -2.4292 -0.1303 0.3073
2 C 0.6534 -0.4481 0.0246
3 C 1.8010 -1.4224 0.0105
4 C -0.1340 1.6494 -0.5988
5 O -0.5053 -0.7034 0.3327
6 O 0.9936 0.7409 -0.4664
7 H -2.0692 0.5446 1.1683
8 H -2.9370 -0.9857 0.7796
9 H 2.7540 -0.9591 -0.4893
10 H 1.5897 -2.3781 -0.4467
11 H 2.1010 -1.7072 1.0004
12 H 0.4225 2.6816 -0.7597
13 H -0.8263 1.7296 0.3204
14 H -0.7137 1.3919 -1.5525


The following is a quantum chemistry calculation of a 2-piece molecular cluster, C6H12O4 overall in a non-equilibrium geometry, from OMol25.

The net charge is 0. The value obtained for the energy relative to the best compared isomer or geometry (same formula, charge and spin) is 0.759 eV. Its SMILES is COC(C)=O.COC(C)=O. As for the LUMO energy: 0.71 eV. The value obtained for the HOMO energy is -10.48 eV.

Cartesian coordinates (Å):
1 C 5.4925 3.1088 -3.4140
2 O 4.4169 3.0503 -4.3482
3 C 4.3728 1.9153 -5.0920
4 C 3.1413 1.9638 -5.9830
5 O 5.1374 0.9514 -5.0299
6 H 5.6835 2.2124 -2.8003
7 H 5.2603 3.9522 -2.7423
8 H 6.4087 3.3505 -3.9785
9 H 3.3013 1.3467 -6.8832
10 H 3.0301 3.0164 -6.2933
11 H 2.2062 1.6398 -5.4960
12 C -1.1086 0.4708 4.3949
13 O -0.1480 1.2566 3.6951
14 C 1.0765 0.6465 3.4435
15 C 2.0927 1.6564 2.9435
16 O 1.3141 -0.5297 3.5442
17 H -1.0564 0.6868 5.4753
18 H -1.0265 -0.6195 4.2497
19 H -2.0899 0.8032 4.0166
20 H 2.3381 2.3884 3.7313
21 H 1.6774 2.1981 2.0771
22 H 3.0221 1.1517 2.6304


Which formula does entry 2 have?
C6H12O4